Molecular formula: C6H8S
Method: DFT, wB97M-V/def2-TZVPD

The relative energy (zero: lowest compared OMol25 entry of this formula, charge and spin) comes out at 194.9 kJ/mol. The LUMO energy is 0.92 eV. Its HOMO energy is -8.98 eV. As for the total energy: -17184.4511 eV.

Each line ends with the natural charge from an NBO analysis.
Cartesian coordinates (Å):
C -0.3209 0.6752 -0.1072  -0.203
C 1.1089 0.3963 0.0803  -0.382
C 0.6834 -1.0801 -0.1527  -0.254
C -0.3378 -0.4259 -1.2149  -0.353
C -0.2574 -1.2238 1.0167  -0.208
C -0.9610 -0.0810 0.9927  -0.217
H -0.3773 2.8971 0.4104  0.122
H 1.6451 0.5757 1.0093  0.210
H 1.7455 0.8092 -0.7269  0.209
H 1.3477 -1.8848 -0.4432  0.220
H 0.1186 -0.0975 -2.1139  0.201
H -1.2444 -1.0159 -1.3914  0.210
H -0.4621 -2.1395 1.5976  0.226
H -1.7575 0.2913 1.7032  0.238
S -0.9308 2.3037 -0.6598  -0.020

=====

Molecular formula: C6H8S
Method: DFT, wB97M-V/def2-TZVPD

The relative energy (zero: lowest compared OMol25 entry of this formula, charge and spin) comes out at 728.9 kJ/mol. The LUMO energy (spin up / spin down) is -3.16 / -2.77 eV. Its HOMO energy (spin up / spin down) is -7.29 / -7.47 eV. As for the total energy: -17178.9165 eV.

Each line ends with the natural charge from an NBO analysis.
Cartesian coordinates (Å):
C 1.8740 1.6979 0.4301  -0.550
C 2.9086 1.9080 -0.2225  -0.199
C 0.9581 1.2156 1.5074  -0.474
C -0.4940 1.3768 0.9664  -0.557
C 0.0023 -0.8000 -0.6795  -0.072
C 0.0830 -2.2509 -1.0566  -0.760
S -1.2749 -0.0905 0.3838  0.534
H 1.1175 0.2122 1.9832  0.214
H 1.0826 2.0118 2.3507  0.242
H -1.1295 1.5534 1.8175  0.235
H -0.7291 2.1585 0.2288  0.269
H 0.9472 -0.2220 -0.4821  0.293
H -0.5191 -2.5966 -2.0106  0.285
H -0.4262 -2.9252 -0.3372  0.265
H 1.0489 -2.7854 -1.2358  0.276

=====

Molecular formula: C6H9B3BeF12N3
Method: DFT, wB97M-V/def2-TZVPD

The relative energy (zero: lowest compared OMol25 entry of this formula, charge and spin) comes out at 0.0 kJ/mol. The LUMO energy is 1.75 eV. Its HOMO energy is -7.83 eV. As for the total energy: -45898.3475 eV. The charge is -1.

Each line ends with the natural charge from an NBO analysis.
Cartesian coordinates (Å):
Be 31.9028 5.5067 -16.1881  1.673
B 33.0472 3.3448 -14.5893  1.342
F 32.0339 3.1463 -15.5154  -0.561
F 33.7374 4.5628 -14.8987  -0.567
F 32.4185 3.6088 -13.3345  -0.595
F 33.9074 2.2793 -14.5380  -0.536
B 34.5277 3.3014 -17.9403  1.354
F 34.6951 3.3730 -19.3261  -0.575
F 35.7685 3.1626 -17.3116  -0.573
F 33.9038 4.5124 -17.4965  -0.596
F 33.7042 2.2169 -17.5721  -0.579
B 30.6109 7.4905 -18.0025  1.339
F 29.4257 7.2523 -18.7115  -0.566
F 30.3424 7.3570 -16.6104  -0.579
F 31.5876 6.5425 -18.3085  -0.560
F 31.0524 8.7752 -18.2926  -0.562
C 29.6263 2.1135 -18.7612  -0.726
C 30.1007 3.2239 -17.9655  0.413
N 30.5175 4.1164 -17.3928  -0.425
H 29.0098 2.4571 -19.5920  0.255
H 29.0383 1.4159 -18.1678  0.250
H 30.4472 1.5627 -19.2188  0.279
C 35.8218 8.5744 -16.5519  -0.716
C 34.7173 7.6268 -16.6670  0.369
N 33.8432 6.8991 -16.7655  -0.376
H 35.9618 9.1865 -17.4341  0.258
H 36.6915 7.9462 -16.3451  0.261
H 35.6597 9.1520 -15.6430  0.251
C 29.4524 3.8304 -12.3673  -0.725
C 29.7951 4.6567 -13.5196  0.411
N 30.0145 5.2691 -14.4607  -0.429
H 28.4269 4.0289 -12.0722  0.245
H 30.1835 4.0982 -11.6039  0.270
H 29.6331 2.7902 -12.6290  0.273